# C2H3N3O

C2H3N3O in the gas phase at a distorted geometry (ωB97M-V/def2-TZVPD, the Open Molecules 2025 dataset).

Gap between HOMO and LUMO: 9.61 eV
Molar mass: 85.07 g mol⁻¹
Relative energy (zero: lowest compared OMol25 entry of this formula, charge and spin): 449.1 kJ/mol
E_tot: -317.361251 a.u.
Highest occupied orbital energy: -0.33045 Ha

```
! RIJCOSX wB97M-V def2-TZVPD def2/J DEFGRID3
* xyz 0 1
O -0.98 1.18 1.50
C 0.13 -0.73 1.06
N 0.84 -1.32 0.13
N 0.66 -0.60 -1.01
C -0.14 0.46 -0.84
N -0.47 0.37 0.47
H -0.71 0.54 2.23
H 1.08 -0.97 -1.86
H -0.41 1.08 -1.69
*
```